[1]
{
  "formula": "C38H37Cl2IrN3O2P4Se2",
  "method": "ωB97M-V with the def2-TZVPD basis set",
  "species": ["Ir", "C", "P", "C", "C", "C", "C", "C", "C", "C", "P", "C", "C", "H", "H", "H", "H", "H", "H", "H", "H", "H", "H", "H", "H", "H", "H", "H", "H", "Se", "P", "C", "C", "C", "C", "C", "C", "C", "C", "C", "C", "C", "C", "C", "C", "N", "N", "N", "P", "Se", "C", "C", "C", "C", "C", "C", "C", "C", "C", "C", "C", "C", "H", "H", "H", "H", "H", "H", "H", "H", "H", "H", "H", "H", "H", "H", "H", "H", "H", "H", "H", "H", "Cl", "C", "Cl", "C", "O", "O", "H"],
  "coordinates": [[2.5308, 0.6776, 0.2207], [3.3611, 3.6910, 1.9242], [3.8692, 2.5858, 0.5900], [5.6162, 2.2359, 0.8713], [3.8214, 3.5962, -0.8908], [4.3575, 4.8832, -0.9160], [4.3220, 5.6132, -2.0919], [3.7604, 5.0640, -3.2402], [3.2312, 3.7850, -3.2178], [3.2620, 3.0489, -2.0327], [2.6257, 1.3701, -1.9508], [1.0912, 1.4427, -2.8881], [3.7923, 0.3182, -2.8217], [4.1192, 4.4634, 2.0550], [3.2605, 3.1372, 2.8544], [2.4090, 4.1622, 1.6837], [6.1612, 3.1791, 0.8122], [5.9921, 1.5455, 0.1198], [5.7590, 1.7940, 1.8568], [4.8031, 5.3199, -0.0310], [4.7343, 6.6127, -2.1157], [3.7354, 5.6376, -4.1569], [2.8055, 3.3738, -4.1237], [1.3598, 1.7067, -3.9114], [0.4426, 2.2115, -2.4678], [0.5899, 0.4812, -2.8968], [3.9910, 0.7730, -3.7940], [3.3605, -0.6743, -2.9465], [4.7203, 0.2381, -2.2555], [-1.0504, -4.7158, 0.9172], [-1.8604, -3.2872, -0.3779], [-3.4355, -2.5804, 0.1761], [-4.0421, -3.1023, 1.3152], [-5.2946, -2.6485, 1.7055], [-5.9508, -1.6857, 0.9532], [-5.3555, -1.1716, -0.1925], [-4.1016, -1.6134, -0.5800], [-2.1292, -3.7882, -2.0899], [-2.2806, -5.1416, -2.3585], [-2.5413, -5.5610, -3.6568], [-2.6457, -4.6335, -4.6802], [-2.4852, -3.2774, -4.4150], [-2.2244, -2.8550, -3.1237], [-0.5954, -1.9648, -0.5381], [-0.2055, -0.8067, 0.1030], [0.9729, -0.4375, -0.4956], [1.2869, -1.3413, -1.4279], [0.3716, -2.2475, -1.4679], [-0.8000, 0.3237, 1.3509], [0.6751, 1.9753, 1.2439], [-2.3970, 0.9801, 0.9234], [-3.3552, 1.1652, 1.9158], [-4.5544, 1.7851, 1.5930], [-4.7874, 2.2098, 0.2950], [-3.8286, 2.0183, -0.6982], [-2.6279, 1.4116, -0.3860], [-0.8361, -0.3992, 2.9771], [-0.2806, 0.2592, 4.0758], [-0.3355, -0.3401, 5.3232], [-0.9307, -1.5880, 5.4703], [-1.4721, -2.2445, 4.3735], [-1.4284, -1.6528, 3.1223], [-3.5330, -3.8767, 1.8766], [-5.7651, -3.0634, 2.5873], [-6.9368, -1.3494, 1.2471], [-5.8772, -0.4393, -0.7942], [-3.6619, -1.2244, -1.4891], [-2.1892, -5.8613, -1.5547], [-2.6563, -6.6162, -3.8660], [-2.8457, -4.9643, -5.6910], [-2.5626, -2.5550, -5.2173], [-2.0800, -1.7979, -2.9280], [-3.1703, 0.8269, 2.9275], [-5.3047, 1.9338, 2.3579], [-5.7234, 2.6941, 0.0483], [-4.0218, 2.3523, -1.7089], [-1.8708, 1.2710, -1.1499], [0.1908, 1.2261, 3.9605], [0.0915, 0.1627, 6.1807], [-0.9701, -2.0522, 6.4472], [-1.9223, -3.2217, 4.4859], [-1.8374, -2.1779, 2.2692], [3.9867, 0.3819, 3.5981], [3.9095, -1.0803, 2.5990], [2.2360, -1.3694, 2.0362], [4.7838, -0.9418, 1.3472], [5.8510, -1.4648, 1.2895], [4.2940, -0.2019, 0.3359], [4.2264, -1.9087, 3.2203]],
  "forces_ev_per_angstrom": [[-0.7849, 0.3908, 0.0671], [-0.0185, -0.0209, 0.0508], [0.1589, 0.0051, 0.5349], [0.0352, 0.0302, 0.0277], [0.0208, 0.1350, 0.0285], [-0.0020, -0.0377, -0.0416], [0.0016, -0.0114, 0.0005], [0.0065, 0.0151, -0.0007], [0.0424, -0.0148, 0.0242], [-0.0319, 0.0498, -0.1730], [0.3420, 0.2598, -0.0430], [-0.0894, -0.1168, 0.1839], [-0.0529, -0.1229, -0.0303], [0.0013, 0.0109, -0.0101], [0.0075, -0.0401, 0.0448], [0.0326, 0.0423, 0.0018], [0.0145, -0.0024, 0.0287], [0.0165, 0.0394, -0.0274], [0.0083, 0.0174, 0.0019], [-0.0125, -0.0034, -0.0011], [-0.0065, 0.0001, -0.0093], [0.0053, -0.0001, 0.0085], [0.0009, 0.0013, -0.0029], [-0.0214, 0.0323, -0.0131], [0.0253, -0.0004, 0.0010], [-0.0086, -0.0699, -0.0367], [0.0098, -0.0243, -0.0195], [-0.0010, -0.0018, 0.0086], [-0.0221, 0.0398, 0.0021], [0.0140, -0.0918, 0.0656], [0.0674, -0.0420, 0.0583], [0.0314, 0.1617, 0.0168], [-0.0152, 0.0591, -0.0251], [-0.0158, 0.0079, 0.0205], [0.0103, -0.0331, 0.0028], [0.0452, -0.0102, -0.0008], [-0.0239, -0.0227, 0.0204], [0.0927, 0.0506, -0.0357], [-0.0367, -0.0145, -0.0160], [-0.0034, -0.0253, 0.0172], [0.0064, 0.0159, -0.0056], [-0.0167, -0.0133, 0.0287], [-0.0192, -0.0036, 0.0091], [-0.0982, -0.1533, -0.3652], [0.0450, 0.4188, -0.1022], [-0.0663, -0.9262, 0.1804], [-0.0549, 0.1033, 0.0724], [-0.0938, 0.1318, 0.0501], [-0.2757, -0.2068, -0.0462], [0.1264, 0.1818, -0.4130], [0.0295, 0.0830, -0.0404], [-0.0125, -0.0389, 0.0122], [-0.0120, -0.0182, 0.0020], [0.0326, 0.0094, -0.0408], [0.0131, 0.0380, 0.0346], [-0.0369, 0.0152, 0.0286], [0.1723, -0.0278, 0.0985], [-0.0710, -0.0151, 0.0117], [0.0084, 0.0021, -0.0110], [-0.0114, 0.0037, -0.0036], [-0.0074, -0.0015, 0.0042], [0.0223, 0.0205, -0.0418], [-0.0133, -0.0092, 0.0030], [0.0016, -0.0001, -0.0140], [0.0048, -0.0011, 0.0009], [-0.0011, -0.0035, 0.0034], [0.0034, -0.0043, 0.0030], [0.0205, -0.0139, -0.0104], [-0.0039, 0.0140, 0.0060], [-0.0004, 0.0029, 0.0118], [0.0139, -0.0114, 0.0135], [0.0154, -0.0257, -0.0177], [-0.0140, 0.0081, -0.0020], [0.0075, -0.0069, -0.0075], [0.0087, -0.0026, 0.0024], [-0.0001, -0.0049, 0.0023], [-0.0042, -0.0150, -0.0042], [0.0119, 0.0065, 0.0015], [-0.0213, 0.0023, -0.0076], [0.0133, 0.0030, -0.0119], [0.0091, -0.0068, -0.0143], [0.0209, -0.0021, 0.0671], [-0.0243, -0.0535, -0.1314], [-0.0943, 0.1857, -0.0844], [0.1755, 0.0912, 0.4345], [0.0231, -0.1161, -0.1646], [-0.0229, 0.0867, 0.0322], [0.3416, -0.2353, -0.1546], [0.0053, -0.1488, -0.1492]],
  "multiplicity": 2,
  "s_squared": 0.7550,
  "charge": 2
}

---

[2]
{
  "formula": "C38H37ClN5O7RuTe",
  "method": "ωB97M-V with the def2-TZVPD basis set",
  "species": ["Ru", "O", "C", "N", "C", "C", "C", "C", "C", "C", "N", "C", "O", "C", "C", "C", "C", "C", "N", "C", "C", "C", "C", "C", "N", "H", "H", "H", "H", "H", "H", "H", "H", "H", "H", "H", "H", "O", "Cl", "O", "O", "O", "C", "C", "O", "N", "Te", "C", "C", "C", "C", "C", "C", "C", "C", "C", "C", "C", "C", "C", "C", "C", "C", "C", "C", "H", "H", "H", "H", "H", "H", "H", "H", "H", "H", "H", "H", "H", "H", "H", "H", "H", "H", "H", "H", "H", "H", "H", "H", "H"],
  "coordinates": [[0.2116, -2.2224, -0.1287], [0.2042, -6.2310, 0.5813], [0.4747, -5.0720, 0.8779], [0.8538, -4.1412, -0.1688], [0.9954, -4.6163, -1.5381], [1.5941, -5.8189, -1.8625], [1.7670, -6.1536, -3.1972], [1.3458, -5.2716, -4.1863], [0.7710, -4.0532, -3.8686], [0.5881, -3.7019, -2.5250], [0.0443, -2.5147, -2.0611], [-0.9569, -1.8100, -2.7462], [-1.0224, -1.7094, -3.9776], [-1.9207, -1.2520, -1.8301], [-3.0314, -0.4724, -2.2151], [-4.0038, -0.1661, -1.3048], [-3.8935, -0.6757, 0.0303], [-2.7605, -1.3734, 0.3710], [-1.7595, -1.6055, -0.4867], [0.4373, -4.5966, 2.2328], [0.5040, -5.5876, 3.2470], [0.5979, -5.2840, 4.5678], [0.5967, -3.9132, 4.9546], [0.4603, -2.9709, 3.9874], [0.3789, -3.2724, 2.6698], [1.8980, -6.4926, -1.0756], [2.2250, -7.0977, -3.4623], [1.4784, -5.5332, -5.2298], [0.4532, -3.3570, -4.6297], [-3.0869, -0.1492, -3.2475], [-4.8579, 0.4322, -1.5969], [-4.6698, -0.5197, 0.7662], [-2.5880, -1.7236, 1.3839], [0.5030, -6.6097, 2.8981], [0.6746, -6.0692, 5.3072], [0.6860, -3.6028, 5.9848], [0.3873, -1.9140, 4.1923], [2.4766, -0.5973, 3.8168], [2.5148, -0.6335, 2.3475], [3.8503, -0.4911, 1.7631], [1.9184, -3.3000, 0.1541], [-0.0891, -2.2434, 1.8961], [2.8123, -0.6333, -1.4443], [1.8652, 0.3767, -0.8476], [2.1558, 1.5703, -0.8016], [0.6550, -0.1032, -0.4540], [-0.7052, 1.2022, 0.0780], [-1.1212, 2.6131, -1.4656], [-0.6632, 2.5655, -2.7841], [0.3066, 1.5513, -3.3128], [-1.1335, 3.5382, -3.6666], [-2.0260, 4.5262, -3.2877], [-2.5256, 5.5452, -4.2750], [-2.4791, 4.5305, -1.9748], [-2.0531, 3.5795, -1.0595], [-2.5775, 3.6542, 0.3526], [0.3004, 2.3991, 1.5383], [1.0810, 3.5450, 1.3322], [1.3048, 4.2257, 0.0097], [1.7359, 4.0937, 2.4344], [1.6447, 3.5584, 3.7079], [2.3897, 4.1646, 4.8654], [0.8292, 2.4523, 3.8923], [0.1398, 1.8734, 2.8349], [-0.7682, 0.7066, 3.1430], [2.2791, -1.3317, -2.0873], [3.5689, -0.0868, -2.0032], [3.2967, -1.2135, -0.6607], [0.0789, 0.5475, -2.9665], [1.3222, 1.8022, -3.0036], [0.2666, 1.5326, -4.4006], [-0.7845, 3.5059, -4.6930], [-1.9265, 5.5377, -5.1849], [-2.4943, 6.5510, -3.8534], [-3.5608, 5.3387, -4.5546], [-3.1903, 5.2845, -1.6537], [-3.4213, 4.3411, 0.4016], [-1.8114, 4.0061, 1.0497], [-2.9349, 2.6845, 0.7113], [0.4033, 4.2860, -0.5938], [2.0451, 3.6750, -0.5694], [1.6636, 5.2407, 0.1817], [2.3566, 4.9690, 2.2750], [3.1312, 4.8854, 4.5223], [2.9036, 3.3945, 5.4420], [1.7064, 4.6809, 5.5433], [0.7267, 2.0193, 4.8813], [-0.7063, 0.4635, 4.2032], [-0.5238, -0.2031, 2.5881], [-1.8130, 0.9416, 2.9188]],
  "forces_ev_per_angstrom": [[-0.1178, 0.0078, -0.2771], [0.0089, 0.0638, 0.0235], [-0.0405, -0.0398, -0.0297], [-0.0183, -0.1504, 0.0357], [0.0050, 0.0488, -0.0371], [0.0016, -0.0060, 0.0330], [-0.0156, 0.0105, -0.0271], [0.0210, -0.0274, -0.0001], [-0.0189, 0.0371, 0.0270], [0.0290, -0.1004, 0.0062], [0.0069, 0.0642, -0.0679], [0.0561, -0.0538, -0.1154], [0.0042, 0.0376, 0.0460], [-0.0723, 0.0927, 0.0690], [0.0362, -0.0272, 0.0035], [-0.0261, 0.0292, -0.0220], [0.0216, -0.0352, 0.0275], [0.0261, 0.0744, 0.0017], [0.2089, -0.0335, 0.0422], [0.0297, -0.0462, 0.0489], [-0.0137, 0.0110, -0.0280], [0.0034, -0.0074, -0.0046], [0.0069, -0.0054, -0.0010], [-0.0106, 0.0406, 0.0293], [-0.0016, 0.0073, -0.0218], [0.0053, 0.0113, -0.0143], [0.0046, -0.0014, 0.0011], [-0.0021, -0.0050, -0.0002], [0.0012, -0.0158, -0.0002], [-0.0073, -0.0102, -0.0064], [-0.0039, 0.0024, 0.0113], [-0.0155, 0.0064, -0.0052], [-0.0104, -0.0188, -0.0041], [0.0002, -0.0106, 0.0005], [-0.0043, 0.0013, 0.0071], [-0.0048, -0.0006, 0.0081], [0.0077, -0.0323, 0.0076], [-0.0271, 0.0763, -0.0276], [0.0447, -0.0664, -0.0100], [0.0051, 0.0303, 0.0097], [-0.0776, 0.1397, -0.0452], [0.0342, 0.0405, 0.0163], [0.0878, 0.0109, 0.0533], [-0.1655, -0.0005, -0.1827], [0.0605, 0.0990, -0.0073], [0.0426, -0.4658, 0.3629], [-0.0457, 0.2455, -0.0715], [0.0938, -0.0090, 0.0478], [-0.0217, 0.0009, 0.0224], [0.0284, 0.0060, -0.0487], [-0.0044, -0.0020, -0.0125], [-0.0173, -0.0054, 0.0228], [0.0095, 0.0084, -0.0035], [-0.0241, -0.0202, -0.0307], [0.0074, 0.0210, 0.0908], [-0.0645, 0.0535, 0.0019], [0.0455, 0.0278, 0.0421], [0.0901, -0.0429, -0.0459], [-0.0149, 0.0347, -0.0108], [-0.0090, 0.0278, 0.0163], [0.0075, -0.0019, -0.0002], [0.0039, -0.0002, 0.0011], [-0.0310, 0.0144, -0.0132], [-0.0489, -0.0221, -0.0431], [-0.0525, -0.0145, -0.0280], [-0.0095, 0.0194, 0.0077], [0.0267, -0.0099, 0.0179], [-0.0098, -0.0533, 0.0196], [-0.0188, -0.0920, 0.0542], [-0.0199, -0.0115, 0.0084], [-0.0016, -0.0031, -0.0078], [0.0046, -0.0026, -0.0004], [0.0012, -0.0010, -0.0006], [-0.0012, -0.0030, 0.0037], [-0.0020, -0.0034, 0.0012], [-0.0042, 0.0039, -0.0022], [0.0131, 0.0273, 0.0063], [-0.0305, -0.0208, -0.0311], [-0.0223, 0.0011, -0.0132], [-0.0120, 0.0051, 0.0122], [-0.0518, 0.0381, 0.0250], [0.0138, 0.0063, 0.0032], [-0.0005, 0.0044, -0.0050], [-0.0021, 0.0041, -0.0028], [-0.0014, -0.0047, -0.0020], [-0.0050, -0.0022, -0.0025], [0.0029, -0.0067, -0.0028], [0.0095, -0.0131, 0.0116], [0.0510, -0.0153, 0.0289], [0.0121, 0.0281, -0.0028]],
  "multiplicity": 5,
  "s_squared": 6.0399,
  "charge": -1
}

---

Calculated electronic energy in order - -244292.1900 -84180.5804 eV